## one
This record from the Open Molecules 2025 dataset describes a molecular structure, CHF3N2. The level of theory is wB97M-V/def2-TZVPD.

Last column: natural (NBO) charge in e.
Geometry (Å):
C1 -0.20 0.08 0.10  0.05
N1 2.72 0.52 0.17  0.20
N2 -1.26 0.06 -0.39  0.28
F1 2.95 -0.74 0.49  -0.20
F2 -1.67 0.11 -1.65  -0.13
F3 -2.79 -0.01 0.28  -0.43
H1 0.25 -0.02 1.01  0.23

As for the net charge: 0. The HOMO energy (alpha / beta) is -10.528 / -10.668 eV.


## two
This record from the Open Molecules 2025 dataset describes 2 unconnected molecules or ions with the total composition CHF3N2. The level of theory is wB97M-V/def2-TZVPD.

Last column: natural (NBO) charge in e.
Geometry (Å):
C1 -0.30 -0.18 -1.10  0.65
N1 -1.40 -0.60 -0.78  -0.70
N2 1.00 0.91 0.83  0.39
F1 0.26 -0.24 -2.28  -0.30
F2 0.03 0.75 1.79  -0.24
F3 2.02 0.11 1.24  -0.22
H1 -1.61 -0.75 0.29  0.41

As for the net charge: 0. The HOMO energy (alpha / beta) is -11.027 / -9.330 eV.


So which one is most stable? That would be two, about 102.5 kcal/mol below the next structure.


## one
This record from the Open Molecules 2025 dataset describes a molecular structure, C2H8NO3PS. The level of theory is wB97M-V/def2-TZVPD.

Last column: natural (NBO) charge in e.
Geometry (Å):
C1 2.08 0.81 1.76  -0.49
C2 2.07 0.38 0.53  0.15
N1 -2.36 -1.22 -0.63  -0.99
O1 -0.11 -1.05 0.62  -1.11
O2 1.25 0.98 -0.36  -0.72
O3 -0.45 -0.41 -1.95  -1.02
P1 -0.75 -0.17 -0.33  1.98
S1 -1.64 1.52 0.03  -0.72
H1 1.49 1.84 1.93  0.20
H2 2.65 0.30 2.46  0.22
H3 2.59 -0.47 0.10  0.20
H4 -2.69 -1.67 0.22  0.42
H5 -1.96 -1.88 -1.29  0.42
H6 -3.24 -0.88 -1.02  0.42
H7 0.81 1.65 0.14  0.51
H8 0.24 0.27 -2.23  0.53

As for the net charge: 0. The HOMO energy is -8.622 eV.


## two
This record from the Open Molecules 2025 dataset describes a single C2H8NO3PS molecule. The level of theory is wB97M-V/def2-TZVPD.

Last column: natural (NBO) charge in e.
Geometry (Å):
C1 -1.29 -0.23 1.60  -0.28
C2 0.13 1.55 -1.90  -0.27
N1 0.19 -1.51 -1.03  -1.19
O1 1.48 -0.04 2.84  -0.97
O2 -0.62 0.39 0.58  -0.80
O3 1.13 0.92 -1.13  -0.80
P1 0.71 -0.27 -0.11  1.82
S1 1.97 -0.90 1.73  0.49
H1 -2.15 0.29 1.84  0.19
H2 -0.67 -0.26 2.68  0.22
H3 -1.56 -1.28 1.49  0.17
H4 -0.75 0.85 -2.12  0.20
H5 0.61 2.04 -2.80  0.20
H6 -0.10 2.40 -1.35  0.19
H7 0.88 -1.61 -1.77  0.41
H8 0.04 -2.34 -0.54  0.41

As for the net charge: 0. The HOMO energy is -7.232 eV.


So which one is most stable? That would be one, about 50.2 kcal/mol below the next structure.